Computed, not measured: one molecule with the formula C11H12O2 in a non-equilibrium geometry, with the ωB97M-V functional and the def2-TZVPD basis.

```
25
Properties=species:S:1:pos:R:3:forces:R:3:nbo_charge:R:1
C 1.465666 5.983514 -0.445760 0.5 -1.3 -0.5 -0.608
C 1.278994 4.416789 -0.353337 0.4 1.6 -1.2 -0.375
C 0.189771 4.156132 0.661877 0.3 -1.7 -0.4 -0.483
C 0.033639 2.693202 0.760732 -0.3 -1.4 0.7 0.109
C -0.029607 1.481275 0.883886 0.1 -0.1 -0.6 -0.127
C -0.114113 0.067352 0.843068 -0.3 0.7 0.1 -0.007
C -0.289019 -1.133374 0.782460 -0.1 0.5 0.4 -0.012
C -0.593466 -2.533146 0.736240 0.8 -0.9 -1.1 -0.178
C 0.097974 -3.380278 -0.083612 -1.0 3.1 1.5 -0.269
C -0.231819 -4.748844 -0.370692 -0.2 -0.5 -0.7 0.734
O 0.544381 -5.368280 -1.054132 -0.5 -1.1 0.1 -0.566
O -1.470293 -5.159179 0.030523 0.7 0.6 0.3 -0.506
C -1.879262 -6.421655 -0.445883 0.6 -1.0 -0.8 -0.262
H 2.295675 6.289489 -1.118795 -0.6 -0.3 0.4 0.215
H 0.537562 6.458550 -0.772379 0.1 -0.1 0.0 0.204
H 1.688906 6.324721 0.550583 0.2 0.4 0.4 0.199
H 2.216347 3.902007 -0.066858 -0.5 0.3 -0.1 0.211
H 0.960030 4.032123 -1.347672 0.3 0.1 0.6 0.206
H 0.504797 4.544387 1.614380 -0.1 0.3 0.5 0.232
H -0.745558 4.590055 0.343406 -0.3 0.3 0.1 0.234
H -1.421757 -2.931386 1.320056 0.1 0.3 0.0 0.238
H 0.886266 -2.927778 -0.676682 0.1 -0.5 0.1 0.233
H -2.856359 -6.707159 -0.085564 -0.2 0.5 0.3 0.198
H -1.891964 -6.419661 -1.534388 -0.1 0.1 -0.1 0.189
H -1.176791 -7.208860 -0.171459 0.1 0.1 0.2 0.192
```
Forces are in eV/Å.

Output
- Highest occupied orbital energy: -0.325 Ha
- HOMO-LUMO gap: 8.54 eV
- Structure (SMILES): CCCC#CC#C/C=C/C(=O)OC
- Electronic energy: -15692.587 eV
- Molar mass: 176.2 g mol⁻¹
- LUMO level: -0.3 eV

---

Computed, not measured: C58H80BrCl2N3O5PbS2Se as an isolated structure in a non-equilibrium geometry, with the ωB97M-V functional and the def2-TZVPD basis.

```
153
Properties=species:S:1:pos:R:3:forces:R:3:mulliken_charge:R:1
Pb 1.054803 -1.007531 -0.865652 0.5 0.3 0.9 3.250
C -6.001097 -0.171531 3.942948 0.1 -0.1 0.1 -1.735
C -4.751397 -0.824731 4.552548 -0.1 0.1 0.1 2.112
C -5.166797 -2.164131 5.167548 0.1 0.2 -0.1 -2.202
C -4.194997 0.072869 5.668148 -0.1 -0.2 -0.1 -1.744
C -3.695197 -0.968531 3.465548 0.0 -0.2 0.1 -0.293
C -3.178697 0.164369 2.872048 0.2 0.3 -0.2 -0.889
C -2.202897 0.026969 1.898448 0.2 0.2 -0.2 0.541
Se -1.467897 1.708569 1.365748 -0.4 0.1 0.7 0.143
C 0.189103 1.895969 2.273948 -0.2 0.0 -0.2 -0.023
C -0.058397 2.535069 3.488948 -0.1 0.0 -0.1 -0.731
C 0.980803 2.734669 4.361748 -0.1 0.0 0.1 -0.763
C 2.230403 2.271369 3.934048 -0.2 0.0 -0.1 -0.763
C 2.504603 1.661269 2.729548 0.1 -0.1 0.1 -0.131
C 1.446703 1.479269 1.769548 -0.5 0.3 0.0 0.818
O 1.534103 1.083969 0.560948 0.1 -0.3 0.1 0.115
C 3.962303 1.262869 2.505348 0.2 0.1 -0.1 2.808
C 4.788303 2.548669 2.335248 -0.1 -0.2 0.0 -1.845
C 4.144903 0.391669 1.270948 0.0 0.0 0.1 -0.274
C 4.487003 0.459169 3.707648 -0.1 0.1 -0.1 -2.042
C 0.835703 3.428269 5.706748 0.0 0.1 0.1 2.056
C 1.663903 4.721869 5.681448 -0.2 -0.1 0.0 -1.669
C 1.345803 2.504169 6.821948 -0.1 0.1 -0.1 -1.641
C -0.620697 3.786069 6.018148 0.3 -0.1 -0.1 -2.116
C -1.731897 -1.194931 1.364148 -0.4 0.4 0.2 -0.240
O -0.982997 -1.124531 0.327048 0.3 -0.5 0.0 -0.527
C -2.260497 -2.358731 2.002848 0.3 0.1 -0.3 0.229
C -3.188797 -2.192031 3.017548 -0.1 0.3 0.1 -0.704
C -1.841097 -3.792831 1.679148 0.0 -0.2 0.0 2.063
C -3.080997 -4.647131 1.364448 0.2 0.1 0.1 -1.899
C -0.883097 -3.922431 0.495648 -0.1 0.1 0.1 -2.424
C -1.105397 -4.364231 2.901248 0.0 0.1 -0.1 -2.005
H -6.771697 -0.053831 4.700748 -0.1 0.1 0.1 0.452
H -5.773797 0.808269 3.532048 0.0 0.1 -0.1 0.333
H -6.398897 -0.791931 3.142448 -0.1 -0.1 -0.1 0.342
H -5.919497 -1.989631 5.934848 0.0 0.0 0.1 0.451
H -5.601797 -2.821531 4.418448 0.0 -0.1 -0.1 0.419
H -4.320997 -2.663731 5.634448 0.1 -0.1 0.0 0.406
H -4.906097 0.137769 6.487848 -0.1 0.1 0.1 0.495
H -3.260297 -0.331931 6.050448 0.1 0.0 0.1 0.344
H -4.004297 1.079369 5.306348 0.0 0.1 0.0 0.355
H -3.490297 1.165069 3.152048 -0.1 -0.1 0.1 0.498
H -1.069397 2.849569 3.717148 0.0 0.1 0.1 0.402
H 3.055703 2.415669 4.611548 0.2 0.0 0.1 0.333
H 4.432103 3.110169 1.473648 0.0 0.1 -0.1 0.311
H 4.714203 3.186869 3.213848 0.0 0.1 0.1 0.333
H 5.837303 2.306869 2.179448 0.2 0.0 0.0 0.452
H 3.829903 0.925169 0.384048 0.0 -0.1 0.1 -1.414
H 5.185803 0.097969 1.158748 0.2 -0.1 0.1 0.915
H 3.544703 -0.506831 1.356048 -0.1 -0.1 -0.1 -0.477
H 4.596303 1.068169 4.600648 0.0 0.1 0.1 0.457
H 3.814803 -0.366331 3.933148 0.0 -0.1 0.0 0.321
H 5.465203 0.046569 3.473048 0.1 -0.1 0.0 0.484
H 2.713103 4.505369 5.496448 0.1 0.0 0.0 0.315
H 1.305603 5.379469 4.890048 0.0 0.1 0.0 0.337
H 1.583103 5.246269 6.632548 0.0 0.1 0.1 0.479
H 2.393503 2.253169 6.679148 0.1 -0.1 0.0 0.329
H 1.239703 2.994869 7.787748 0.0 0.0 0.1 0.479
H 0.772303 1.578269 6.836548 0.0 -0.1 0.0 0.320
H -1.021397 4.480469 5.282348 -0.1 0.1 -0.1 0.361
H -1.242497 2.892769 6.045748 -0.1 -0.1 0.0 0.377
H -0.677597 4.263969 6.994248 0.0 0.1 0.1 0.451
H -3.551797 -3.087431 3.493548 -0.1 -0.1 0.1 0.460
H -3.599397 -4.255331 0.490248 -0.1 0.0 -0.1 0.299
H -2.773797 -5.668031 1.147948 0.0 -0.1 0.0 0.476
H -3.783197 -4.681431 2.192848 -0.1 0.0 0.1 0.379
H -1.335597 -3.579731 -0.432452 0.0 0.0 -0.2 0.489
H 0.028903 -3.362131 0.677148 0.1 -0.1 0.0 0.046
H -0.619897 -4.972431 0.372748 0.0 -0.1 0.0 0.981
H -1.729297 -4.375131 3.790448 -0.1 0.0 0.1 0.388
H -0.785897 -5.382831 2.695048 0.1 -0.2 0.0 0.501
H -0.218597 -3.767631 3.106048 0.1 0.0 0.1 0.325
C -6.531297 1.160769 -1.279452 -0.1 -0.2 0.1 -1.130
C -6.498597 -0.354631 -1.122352 0.1 0.0 -0.2 -0.481
C -5.299497 -0.996431 -1.821552 -0.1 0.0 0.4 -0.036
C -3.993997 -0.678831 -1.087552 -0.4 0.0 -0.3 -0.273
N -2.839197 -1.321331 -1.678452 0.1 0.1 0.0 0.408
C -2.116797 -0.848731 -2.701952 0.0 -1.0 0.1 0.302
S -0.640097 -1.613031 -3.050952 0.0 -0.3 -0.5 -0.470
N -2.620197 0.104769 -3.476252 -0.4 0.5 0.3 0.635
C -1.928797 0.759969 -4.558652 0.0 0.2 -0.5 -0.549
C -2.825497 0.836769 -5.793852 -0.1 -0.2 0.2 -1.036
C -3.340197 -0.528331 -6.257452 0.2 0.1 -0.1 -0.243
C -2.209697 -1.479631 -6.630352 -0.2 0.1 0.1 -0.967
H -7.405597 1.572169 -0.783252 -0.1 0.1 0.0 0.435
H -6.577197 1.432169 -2.330652 0.0 0.1 -0.2 0.292
H -5.650897 1.622969 -0.842952 0.1 0.2 0.1 0.201
H -7.416997 -0.772031 -1.539252 0.0 0.0 0.1 0.395
H -6.474297 -0.610831 -0.061152 -0.1 -0.1 0.1 0.189
H -5.255097 -0.648531 -2.855152 0.0 0.0 -0.1 0.056
H -5.427397 -2.079131 -1.847352 0.1 -0.1 -0.1 0.314
H -4.073097 -1.042431 -0.061652 0.1 0.1 0.0 0.165
H -3.842697 0.405469 -1.047352 0.1 0.0 0.1 -0.048
H -2.302097 -1.924431 -1.065152 0.0 0.2 -0.1 -0.995
H -3.466197 0.561369 -3.168552 -0.1 -0.1 0.0 0.295
H -1.026697 0.188969 -4.766852 0.0 0.1 0.1 0.606
H -1.635097 1.767069 -4.241152 0.1 -0.1 -0.1 -0.239
H -2.250797 1.294669 -6.599352 0.0 0.1 -0.1 0.399
H -3.679997 1.485269 -5.581052 0.0 0.1 0.0 0.363
H -3.986097 -0.370831 -7.124752 -0.1 0.0 0.1 0.425
H -3.949097 -0.978831 -5.470252 -0.1 0.0 0.0 0.072
H -1.539197 -1.004631 -7.342952 0.1 0.0 -0.1 0.285
H -2.604297 -2.385531 -7.083752 0.0 -0.1 0.0 0.409
H -1.640197 -1.761131 -5.749652 0.2 -0.1 0.1 0.131
O 2.042603 0.865569 -2.412152 -0.8 -0.6 -0.5 -0.577
S 3.064603 1.698769 -1.736752 1.6 1.1 -0.6 0.522
C 3.312103 3.174069 -2.869352 0.1 -0.5 0.5 -1.373
C 1.971303 3.650569 -3.299452 -0.2 0.1 0.0 0.252
C 1.487803 3.344069 -4.565552 0.0 0.0 0.1 -0.129
C 0.230803 3.768369 -4.957752 0.0 0.0 -0.1 -0.685
C -0.561997 4.496169 -4.087252 -0.1 0.0 0.0 -0.361
C -0.093897 4.789069 -2.816952 -0.1 0.1 0.0 -0.872
C 1.162103 4.366869 -2.424652 0.1 0.0 -0.1 0.024
C 4.676703 0.837569 -2.095552 -0.4 0.4 0.1 -1.371
C 5.086203 0.782469 -3.530652 0.1 0.0 -0.2 0.425
C 4.176603 0.499569 -4.547752 0.1 -0.1 -0.1 0.264
C 4.586503 0.508969 -5.870252 0.0 0.0 0.0 -1.482
C 5.904903 0.776669 -6.199152 0.0 0.0 -0.1 -0.578
C 6.820403 1.034269 -5.193652 0.0 0.0 -0.1 -0.718
C 6.409503 1.047369 -3.872152 -0.1 0.0 0.1 -0.447
H 3.928403 2.881869 -3.715652 0.0 0.0 0.0 0.614
H 3.832103 3.903969 -2.248152 0.1 0.0 0.0 0.534
H 2.101603 2.774469 -5.246752 0.1 -0.1 -0.1 0.368
H -0.130897 3.535469 -5.947852 0.0 0.0 -0.1 0.439
H -1.541697 4.831569 -4.392652 -0.1 0.0 -0.1 0.396
H -0.708997 5.351469 -2.132052 -0.1 0.1 0.1 0.440
H 1.519203 4.591969 -1.430952 0.1 0.0 0.2 0.355
H 4.531303 -0.160631 -1.675852 0.0 0.0 0.2 0.316
H 5.430303 1.355469 -1.503352 0.0 0.0 0.2 0.799
H 3.143703 0.304569 -4.304652 -0.1 0.0 0.0 1.137
H 3.870703 0.304069 -6.652052 -0.1 0.0 -0.1 0.475
H 6.212903 0.784469 -7.234952 0.0 0.0 0.0 0.406
H 7.854003 1.229369 -5.437152 0.1 0.0 0.0 0.400
H 7.128703 1.258569 -3.092952 0.0 0.0 0.1 0.429
Cl 5.414803 -3.645231 2.348948 0.3 0.1 0.2 -0.202
C 3.692603 -3.723131 2.019248 -0.1 0.4 -0.2 0.370
Cl 3.217303 -5.382131 1.632048 -0.2 -0.4 0.0 -0.218
C 3.284603 -2.835231 0.795648 0.2 -0.5 0.7 0.032
O 4.098003 -2.584031 -0.071952 0.5 0.2 -0.4 -0.603
O 2.078403 -2.491631 0.877348 -0.9 0.3 0.0 -0.719
H 3.152603 -3.430931 2.922848 0.1 0.0 -0.3 0.255
Br -1.259097 1.879969 -0.920852 0.2 -0.1 0.0 0.225
C 3.675603 -4.884531 -3.441652 0.0 0.1 0.0 -0.542
C 4.011203 -3.553131 -3.623752 -0.1 0.0 0.0 -0.953
C 3.236503 -2.591231 -2.999352 0.2 -0.1 -0.2 -1.014
N 2.205303 -2.883331 -2.222552 -0.1 -0.2 -0.3 0.469
C 1.893103 -4.157831 -2.040352 0.0 -0.2 0.0 -0.330
C 2.591103 -5.193131 -2.637652 0.0 0.0 0.0 -0.847
H 4.250503 -5.666331 -3.917652 0.0 0.0 0.0 0.410
H 4.855103 -3.265631 -4.231552 0.0 0.1 -0.1 0.574
H 3.443403 -1.542731 -3.133652 0.1 0.2 0.0 0.914
H 1.052303 -4.349531 -1.390452 -0.1 -0.1 0.1 0.298
H 2.294103 -6.218431 -2.474552 0.0 0.0 0.1 0.490
```
Forces are in eV/Å.

Output
- Highest occupied orbital energy: -0.262 Ha
- HOMO-LUMO gap: 6.20 eV
- Electronic energy: -263506.205 eV
- Molar mass: 1400.4 g mol⁻¹
- LUMO level: -0.9 eV